Record 1
Formula: C2H5N3OS
Source: the Open Molecules 2025 dataset
Level of theory: ωB97M-V/def2-TZVPD

The geometry in XYZ format:
```
12
C2H5N3OS ωB97M-V/def2-TZVPD
N 0.649 -2.554 0.252
N -0.397 -1.945 -0.608
C -0.345 -0.654 -0.626
S 1.120 0.054 0.127
C 0.070 1.348 0.807
N -0.465 2.393 0.278
O -0.130 2.343 -1.209
H 0.206 -3.300 1.016
H 0.796 -1.684 0.957
H -1.025 -0.159 -1.227
H 0.227 1.258 1.859
H -0.708 2.899 -1.626
```

## Properties
ΔE to the lowest compared entry with this formula, charge and spin: 139.5 kcal/mol
max |F|: 5.170 eV Å⁻¹
SMILES: N/N=C\S/C=N\O
gap between HOMO and LUMO: 9.741 eV
2S+1: 1

Record 2
Formula: C36H31AsN6PtS2
Source: the Open Molecules 2025 dataset
Level of theory: ωB97M-V/def2-TZVPD

The geometry in XYZ format:
```
77
C36H31AsN6PtS2 ωB97M-V/def2-TZVPD
Pt 0.032 -0.221 -0.091
C 2.159 -4.908 2.077
C 1.874 -3.979 3.066
C 1.034 -2.908 2.799
C 0.459 -2.780 1.539
C 0.781 -3.684 0.540
C 1.622 -4.750 0.805
N -0.409 -1.683 1.247
C -1.392 -1.292 2.075
C -1.908 -2.084 3.143
C -2.886 -1.587 3.946
C -3.435 -0.278 3.776
C -2.997 0.506 2.766
C -1.984 0.008 1.898
N -1.454 0.716 0.880
N -1.689 1.946 0.620
C -0.909 2.426 -0.432
C -1.077 3.737 -0.852
C -0.283 4.221 -1.875
C 0.665 3.392 -2.465
C 0.788 2.097 -2.007
N 0.028 1.627 -1.014
H 2.808 -5.747 2.289
H 2.311 -4.081 4.050
H 0.835 -2.165 3.561
H 0.373 -3.537 -0.449
H 1.865 -5.455 0.022
H -1.534 -3.086 3.291
H -3.268 -2.211 4.743
H -4.209 0.070 4.446
H -3.399 1.493 2.585
H -1.832 4.340 -0.369
H -0.408 5.239 -2.222
H 1.296 3.738 -3.271
H 1.496 1.397 -2.434
S 2.026 -1.016 -1.020
C 1.662 -1.598 -2.646
C 2.745 -1.896 -3.479
C 2.525 -2.464 -4.720
C 1.232 -2.748 -5.159
C 0.157 -2.445 -4.348
C 0.376 -1.850 -3.103
As -1.100 -1.360 -2.007
C -2.421 -2.742 -2.259
C -2.108 -4.075 -1.991
C -3.043 -5.062 -2.253
C -4.286 -4.721 -2.769
C -4.593 -3.397 -3.036
C -3.669 -2.396 -2.772
C -1.933 0.164 -2.863
C -3.007 0.772 -2.215
C -3.665 1.837 -2.810
C -3.245 2.303 -4.050
C -2.175 1.700 -4.694
C -1.519 0.624 -4.107
H 3.753 -1.702 -3.136
H 3.371 -2.703 -5.350
H 1.072 -3.206 -6.125
H -0.853 -2.661 -4.679
H -1.138 -4.358 -1.614
H -2.799 -6.097 -2.057
H -5.017 -5.494 -2.966
H -5.557 -3.134 -3.451
H -3.918 -1.368 -2.988
H -3.352 0.398 -1.256
H -4.509 2.296 -2.311
H -3.762 3.129 -4.520
H -1.855 2.056 -5.665
H -0.695 0.148 -4.624
N 2.896 2.318 0.498
C 1.968 2.089 1.410
N 1.439 3.080 2.104
S 1.472 0.450 1.754
H 3.303 3.231 0.355
H 3.351 1.524 0.071
H 1.779 4.029 2.048
H 0.752 2.862 2.809
```

## Properties
ΔE to the lowest compared entry with this formula, charge and spin: 13.7 kcal/mol
max |F|: 1.138 eV Å⁻¹
total charge: +2
gap between HOMO and LUMO (spin up / spin down): 5.824 / 5.825 eV
2S+1: 1

Record 3
Formula: C5H33NO13
Source: the Open Molecules 2025 dataset
Level of theory: ωB97M-V/def2-TZVPD

The geometry in XYZ format:
```
52
C5H33NO13 ωB97M-V/def2-TZVPD
O -0.713 2.371 2.779
C -1.011 1.271 2.342
N -0.240 0.713 1.375
C -0.636 -0.401 0.413
C -1.800 0.188 -0.383
C -1.516 1.216 -1.433
C -1.532 0.548 -2.825
O -0.444 -0.462 -2.769
H -1.787 0.544 2.743
H 0.589 1.203 1.077
H 0.406 -0.579 0.026
H -0.918 -1.296 0.959
H -2.595 0.465 0.359
H -2.424 -0.668 -0.721
H -0.521 1.628 -1.365
H -2.365 1.925 -1.412
H -2.472 0.102 -3.108
H -1.242 1.322 -3.533
H 0.256 -0.110 -2.197
O 3.155 0.190 4.389
H 2.618 -0.467 3.950
H 2.657 0.490 5.143
O -1.156 -2.861 -3.765
H -0.751 -1.968 -3.526
H -1.118 -2.838 -4.722
O -2.526 4.501 -0.825
H -3.455 4.449 -0.478
H -2.357 5.446 -0.694
O 1.186 -3.716 -2.303
H 1.305 -3.350 -3.208
H 0.411 -4.276 -2.438
O 0.726 4.460 3.026
H 0.764 3.702 2.441
H -0.218 4.442 3.187
O 1.991 -0.038 -1.745
H 1.822 0.929 -1.686
H 2.764 -0.013 -2.313
O 0.715 -3.194 3.820
H 0.584 -2.622 3.057
H 0.364 -4.070 3.679
O -1.706 -4.566 -1.909
H -2.643 -4.725 -1.829
H -1.426 -3.819 -2.477
O 2.838 2.415 1.898
H 3.610 1.935 2.292
H 2.908 3.318 2.256
O 1.020 -3.716 0.995
H 1.352 -3.427 0.136
H 0.952 -4.663 1.078
O 1.493 2.487 -0.277
H 1.838 2.193 0.607
H 1.247 3.389 -0.089
```

## Properties
ΔE to the lowest compared entry with this formula, charge and spin: 88.2 kcal/mol
max |F|: 3.062 eV Å⁻¹
SMILES: O=CNCCCCO.O.O.O.O.O.O.O.O.O.O.O
gap between HOMO and LUMO: 9.743 eV
2S+1: 1

Record 4
Formula: C4H10N2S
Source: the Open Molecules 2025 dataset
Level of theory: ωB97M-V/def2-TZVPD

The geometry in XYZ format:
```
17
C4H10N2S ωB97M-V/def2-TZVPD
C -0.910 -1.448 0.978
C -1.292 0.134 -1.301
C 1.171 0.566 -0.710
C 2.051 0.941 0.506
H -0.024 -2.120 0.963
H -1.608 -1.902 0.220
H -1.364 -1.374 1.905
H -1.294 0.322 0.864
H -0.391 0.809 -2.331
H -2.476 0.978 -0.757
H -1.639 -1.394 -1.228
H 1.661 2.244 0.771
H 1.824 0.451 1.775
H 3.249 0.976 0.254
N -0.369 -0.131 0.867
N -0.135 0.181 -0.409
S 1.547 0.766 -2.365
```

## Properties
ΔE to the lowest compared entry with this formula, charge and spin: 230.7 kcal/mol
max |F|: 5.135 eV Å⁻¹
gap between HOMO and LUMO: 8.301 eV
2S+1: 1